{
  "formula": "C12H40F2N2O10S2",
  "method": "the ωB97M-V functional and the def2-TZVPD basis",
  "elements": ["N", "H", "H", "H", "H", "N", "S", "O", "O", "F", "S", "O", "O", "F", "C", "C", "O", "H", "H", "H", "H", "H", "H", "C", "C", "O", "H", "H", "H", "H", "H", "H", "C", "C", "O", "H", "H", "H", "H", "H", "H", "C", "C", "O", "H", "H", "H", "H", "H", "H", "C", "C", "O", "H", "H", "H", "H", "H", "H", "C", "C", "O", "H", "H", "H", "H", "H", "H"],
  "positions_angstrom": [[-0.1578, -0.5059, 0.1815], [0.8608, -0.3072, 0.3282], [-0.6129, -0.7288, 1.0856], [-0.2774, -1.2322, -0.5349], [-0.5566, 0.3898, -0.1587], [2.5665, 0.0523, 0.6687], [3.6614, 0.5181, -0.4915], [3.8831, -0.4389, -1.5010], [4.7185, 1.3307, -0.0217], [2.6624, 1.5447, -1.1731], [3.4485, -0.9788, 1.5360], [4.2112, -0.3601, 2.5414], [3.9985, -2.0548, 0.8061], [2.2431, -1.6659, 2.3260], [0.7766, 0.5870, -3.5664], [-0.5129, 0.2603, -4.3017], [-0.9460, -1.0919, -4.0173], [0.7178, 0.3026, -2.5154], [0.9111, 1.6733, -3.5459], [1.6567, 0.1209, -4.0072], [-0.4139, 0.4207, -5.3771], [-1.2975, 0.9289, -3.9514], [-0.5222, -1.6799, -4.6478], [-1.7343, 4.1799, 0.7979], [-1.1238, 3.2457, -0.2316], [-0.7212, 2.0211, 0.3294], [-2.5422, 3.6664, 1.3312], [-2.1246, 5.0831, 0.3260], [-1.0389, 4.4669, 1.5902], [-0.2859, 3.7783, -0.7108], [-1.8302, 3.0397, -1.0366], [-0.0572, 2.2149, 1.0378], [-1.3623, -3.6648, 3.4231], [-1.9378, -2.7587, 2.3749], [-1.4524, -1.4047, 2.4973], [-1.7966, -4.6634, 3.3552], [-1.6380, -3.3182, 4.4284], [-0.2732, -3.6748, 3.4334], [-3.0354, -2.7652, 2.4353], [-1.7310, -3.0629, 1.3483], [-1.7907, -1.0494, 3.3254], [1.4298, -4.0741, -0.8331], [0.4777, -3.3683, -1.7717], [-0.7248, -2.9716, -1.0909], [1.8051, -3.3747, -0.0861], [2.2865, -4.4157, -1.4161], [0.9580, -4.9093, -0.3173], [0.2494, -3.9656, -2.6561], [0.9882, -2.4718, -2.1416], [-1.4585, -3.4584, -1.4735], [2.1081, 4.5527, 2.4655], [2.5797, 3.2370, 1.9042], [1.4792, 2.3143, 1.8139], [1.6203, 4.3984, 3.4321], [1.3685, 5.0463, 1.8284], [2.9382, 5.2509, 2.5629], [3.3753, 2.8055, 2.5139], [2.9632, 3.4096, 0.8908], [1.8553, 1.4617, 1.5488], [-3.8279, 0.3322, 0.0128], [-3.4781, -0.6019, -1.1232], [-2.2760, -0.1589, -1.7109], [-3.6392, 1.3747, -0.2321], [-3.2583, 0.0569, 0.8984], [-4.8969, 0.2194, 0.2121], [-4.2560, -0.7088, -1.8855], [-3.3034, -1.6108, -0.7155], [-1.9066, -0.7884, -2.3477]],
  "forces_ev_per_angstrom": [[0.6, 0.4, -0.3], [-0.4, -0.4, 0.0], [0.1, -0.3, -0.4], [-0.3, 0.0, 0.6], [-0.1, -0.2, 0.1], [2.2, -0.4, -0.9], [-1.8, 1.5, -0.8], [0.2, -0.8, -0.4], [0.4, -0.1, 0.5], [-0.2, 0.1, 0.1], [-1.3, -1.3, 1.6], [0.6, 0.7, 0.7], [0.4, -0.5, -0.7], [-0.2, 0.4, -0.2], [-0.2, 0.4, 0.0], [0.2, -0.1, 0.4], [0.0, 0.4, -0.3], [-0.1, -0.2, 0.0], [0.2, -0.1, -0.2], [0.0, 0.0, 0.0], [0.0, -0.1, 0.0], [-0.2, -0.2, 0.1], [0.0, -0.1, 0.1], [-0.4, -0.3, 0.4], [0.2, 0.9, -0.2], [0.0, 0.3, 0.4], [-0.1, 0.1, -0.2], [0.0, 0.0, 0.0], [0.3, 0.0, -0.3], [0.1, -0.3, 0.1], [-0.1, -0.2, 0.1], [0.0, 0.0, -0.5], [0.0, 0.0, 0.8], [-0.5, 0.4, -0.3], [-0.3, -0.4, 0.1], [0.3, -0.1, -0.2], [-0.1, 0.1, -0.2], [0.0, -0.2, -0.4], [0.1, 0.1, 0.1], [0.4, -0.1, 0.1], [0.1, 0.1, 0.0], [0.0, 0.1, -0.1], [0.5, 0.1, 0.0], [0.0, -0.2, -0.2], [0.0, 0.0, 0.0], [0.0, -0.1, 0.2], [0.0, -0.1, -0.1], [-0.2, -0.1, 0.1], [-0.2, 0.1, 0.0], [-0.1, 0.1, 0.0], [-0.5, 0.1, 0.2], [-0.2, 0.1, -0.6], [0.0, 0.5, 0.6], [0.2, 0.1, 0.1], [0.1, -0.2, -0.2], [0.1, -0.1, 0.2], [0.0, 0.0, 0.0], [0.2, -0.1, 0.1], [0.2, -0.1, -0.1], [-0.6, -0.3, -0.1], [0.5, -0.7, -0.1], [0.5, 0.5, -0.2], [0.1, 0.0, -0.1], [0.0, 0.2, 0.1], [0.1, 0.1, 0.3], [-0.2, 0.3, 0.1], [-0.2, 0.0, 0.0], [-0.3, -0.1, 0.0]],
  "lowdin_charge": [0.271, 0.063, 0.089, 0.076, 0.072, -0.335, 0.496, -0.250, -0.234, -0.179, 0.458, -0.238, -0.255, -0.187, -0.078, -0.276, -0.105, 0.051, 0.083, 0.081, 0.114, 0.104, 0.091, -0.079, -0.309, -0.134, 0.075, 0.077, 0.062, 0.117, 0.107, 0.066, -0.080, -0.291, -0.109, 0.081, 0.079, 0.080, 0.116, 0.096, 0.103, -0.063, -0.293, -0.117, 0.057, 0.088, 0.079, 0.116, 0.104, 0.096, -0.084, -0.283, -0.123, 0.080, 0.064, 0.077, 0.122, 0.108, 0.014, -0.066, -0.308, -0.102, 0.070, 0.060, 0.078, 0.113, 0.102, 0.044],
  "energy_ha": -2339.19094,
  "homo_ev": -9.88,
  "spin_multiplicity": 1,
  "total_charge": 0,
  "homo_lumo_gap_ev": 10.015,
  "max_force_ev_per_a": 2.484
}